No. 1
C23H32FGaN3O6S5Si3 as an isolated structure. Source: the OMol25 dataset; level of theory: ωB97M-V/def2-TZVPD.

Computed properties:
Maximum force ... 0.43 eV/Å
Net charge ... -1
E_tot ... -6395.63128 hartree
LUMO energy ... 2.203 eV
HOMO ... -4.80 eV

The geometry in XYZ format:
```
74
Properties=species:S:1:pos:R:3:forces:R:3:mulliken_charge:R:1
Ga 0.338 -0.884 1.252 -0.1 0.2 -0.2 -2.207
S 6.973 3.101 -1.645 0.0 -0.1 0.0 -0.280
C 5.886 2.132 -0.867 0.0 0.1 0.0 0.062
S 4.376 2.681 -0.208 0.0 0.0 0.0 -0.093
C 3.760 1.185 0.402 0.0 0.1 0.0 -0.359
C 4.594 0.161 0.183 -0.1 -0.1 0.1 0.332
S 4.062 -1.236 1.105 0.0 0.0 0.1 -0.241
S 6.119 0.433 -0.621 0.0 -0.1 0.0 -0.136
S 2.727 0.167 2.006 -0.1 -0.2 -0.2 0.289
C -2.421 -0.176 3.491 -0.1 -0.1 0.0 -1.124
Si -1.435 1.191 2.652 -0.1 0.1 0.0 0.599
C -0.017 1.517 3.824 0.1 -0.1 0.0 -1.027
C -2.497 2.748 2.640 0.0 0.0 0.0 -1.177
C -0.905 0.691 0.915 0.3 -0.3 0.2 2.693
Si -0.121 2.082 -0.072 -0.1 0.2 0.0 -0.212
C -1.484 3.212 -0.733 0.0 0.1 0.0 -1.013
C 0.961 3.215 0.955 0.1 0.0 0.1 -0.847
C 0.883 1.487 -1.526 0.0 -0.1 0.0 0.227
Si -2.270 -0.116 -0.040 -0.2 0.0 0.1 -0.972
C -3.998 0.580 0.216 0.0 0.1 0.0 -1.132
C -2.051 -0.303 -1.885 0.1 0.0 -0.2 -0.776
C -2.327 -1.909 0.616 0.1 0.0 0.1 0.637
C -3.336 -2.836 0.377 0.0 0.0 0.1 -0.883
C -3.242 -4.105 0.927 0.0 0.0 0.0 -0.368
C -2.144 -4.429 1.710 0.0 0.0 0.0 -0.998
C -1.161 -3.477 1.900 0.0 0.1 0.0 -0.242
N -1.265 -2.258 1.364 0.1 -0.2 -0.2 0.506
H -2.801 0.188 4.450 0.0 0.0 0.0 0.540
H -1.764 -1.026 3.691 0.0 0.0 0.0 0.170
H -3.270 -0.534 2.904 0.0 0.0 0.1 0.214
H -0.428 1.775 4.806 0.0 0.0 0.0 0.466
H 0.622 2.337 3.501 0.0 0.0 0.0 0.264
H 0.607 0.627 3.950 0.0 0.1 0.0 0.295
H -2.915 2.914 3.638 0.0 0.0 0.0 0.400
H -3.326 2.686 1.933 0.0 0.0 0.0 0.315
H -1.899 3.626 2.382 0.0 0.0 0.0 0.292
H -2.051 3.655 0.091 0.0 0.0 -0.1 0.256
H -2.193 2.704 -1.389 0.0 0.0 0.0 0.247
H -1.033 4.030 -1.305 0.0 0.0 0.0 0.412
H 0.370 3.838 1.632 0.0 0.0 0.0 0.319
H 1.504 3.880 0.277 0.0 0.0 0.0 0.382
H 1.702 2.667 1.540 0.0 0.0 0.0 0.154
H 0.286 0.881 -2.211 0.1 0.1 0.0 -0.221
H 1.724 0.882 -1.183 -0.1 0.1 0.0 -0.649
H 1.286 2.346 -2.074 0.0 0.0 0.0 0.783
H -4.058 1.601 -0.173 0.0 -0.1 0.0 0.335
H -4.293 0.602 1.266 0.0 0.0 0.0 0.321
H -4.727 -0.026 -0.331 0.0 0.0 0.0 0.356
H -1.971 0.655 -2.399 0.0 0.0 0.0 0.287
H -2.920 -0.830 -2.293 0.0 0.0 0.0 0.493
H -1.165 -0.893 -2.122 0.0 0.0 0.0 -0.108
H -4.186 -2.558 -0.234 0.0 0.0 0.0 0.377
H -4.016 -4.840 0.743 0.0 0.0 0.0 0.415
H -2.035 -5.411 2.149 0.0 0.0 0.0 0.432
H -0.264 -3.663 2.476 0.0 0.0 0.0 0.514
F 3.978 0.967 -3.302 0.0 0.0 0.0 -0.314
C 2.979 0.111 -3.525 0.1 0.0 -0.1 0.375
C 2.801 -0.965 -2.757 0.0 -0.1 0.1 -0.253
N 1.774 -1.863 -2.972 0.1 0.0 -0.2 0.164
C 1.646 -3.033 -2.118 0.0 0.1 -0.1 -1.468
C 1.255 -2.724 -0.680 0.1 0.0 0.1 0.721
O 1.284 -3.631 0.128 -0.2 0.1 0.0 -0.683
O 0.916 -1.488 -0.476 -0.1 -0.1 0.2 0.991
C 0.849 -1.671 -3.972 0.0 0.0 0.1 0.511
O -0.079 -2.426 -4.195 0.0 0.0 0.0 -0.675
N 1.052 -0.528 -4.721 0.1 0.0 -0.1 -0.018
C 2.086 0.405 -4.633 -0.1 0.0 0.0 0.272
O 2.170 1.329 -5.408 0.0 0.0 0.0 -0.665
H 3.445 -1.162 -1.908 0.0 0.0 0.0 0.596
H 2.578 -3.595 -2.093 0.0 0.0 -0.1 0.413
H 0.872 -3.662 -2.552 0.0 0.0 0.0 0.359
H 0.379 -0.375 -5.458 0.0 0.0 0.0 0.231
O 1.010 -1.667 2.783 0.2 0.2 0.1 -0.479
O 2.213 -0.989 3.208 0.0 -0.1 0.1 -0.399
```
Forces are in eV/Å.


No. 2
One molecule with the formula C23H32N4O2 in a non-equilibrium geometry. Source: the OMol25 dataset; level of theory: ωB97M-V/def2-TZVPD.

Computed properties:
Maximum force ... 1.00 eV/Å
SMILES string ... CCCCN(CC)CCCNC(=O)c1cc2c(=O)n(C)c3ccccc3c2n1C
E_tot ... -1265.19053 hartree
LUMO energy ... 0.665 eV
HOMO ... -7.80 eV

The geometry in XYZ format:
```
61
Properties=species:S:1:pos:R:3:forces:R:3:nbo_charge:R:1
C -2.032 2.306 4.599 -0.2 -0.1 -0.1 -0.608
C -3.158 1.934 3.641 0.0 0.2 0.0 -0.389
C -3.031 2.606 2.274 0.1 -0.2 -0.1 -0.421
H -3.936 2.399 1.698 0.0 0.1 0.0 0.204
H -2.963 3.687 2.415 -0.1 0.1 0.0 0.193
C -1.814 2.096 1.487 -0.2 0.1 0.2 -0.216
N -1.726 2.510 0.093 -0.1 -0.1 -0.1 -0.483
C -2.812 2.004 -0.738 0.0 0.0 -0.3 -0.214
C -2.339 1.710 -2.160 -0.2 0.0 0.3 -0.614
H -3.177 1.365 -2.759 -0.1 0.0 -0.1 0.215
H -1.923 2.596 -2.632 0.1 0.1 -0.1 0.200
H -1.578 0.934 -2.153 0.1 -0.1 0.0 0.214
H -3.169 1.071 -0.297 -0.1 0.1 0.0 0.205
H -3.659 2.706 -0.772 0.0 -0.1 0.1 0.171
C -1.487 3.940 -0.087 0.2 0.2 0.2 -0.220
H -1.750 4.198 -1.115 0.0 0.0 0.0 0.199
C -0.024 4.337 0.144 -0.1 -0.1 -0.3 -0.411
C 0.905 3.774 -0.929 0.2 0.2 0.1 -0.218
N 0.864 2.333 -0.911 -0.1 -0.1 0.0 -0.641
C 1.957 1.561 -1.034 -0.1 0.3 -0.1 0.654
O 3.069 2.027 -1.257 0.2 0.0 0.0 -0.657
C 1.665 0.119 -0.881 -0.6 -0.2 0.4 0.030
C 0.526 -0.434 -0.335 0.3 0.0 -0.2 -0.185
C 0.686 -1.827 -0.383 0.6 0.2 -0.3 -0.222
C 1.928 -2.093 -0.968 -0.9 0.2 0.4 0.177
N 2.514 -0.899 -1.255 -0.2 -0.1 0.1 -0.289
C 3.806 -0.685 -1.852 0.6 0.1 -0.3 -0.434
H 3.996 0.388 -1.876 0.0 -0.2 0.0 0.278
H 3.830 -1.076 -2.872 0.0 0.0 0.1 0.199
H 4.585 -1.162 -1.254 0.0 0.0 0.0 0.203
C 2.353 -3.449 -1.158 0.2 -0.4 -0.1 -0.045
C 3.553 -3.843 -1.761 -0.1 0.0 0.0 -0.192
C 3.889 -5.170 -1.902 0.1 -0.1 0.0 -0.238
C 3.024 -6.149 -1.438 0.0 0.1 0.0 -0.189
C 1.831 -5.795 -0.847 -0.1 -0.1 0.0 -0.251
C 1.461 -4.454 -0.695 0.6 0.0 -0.3 0.181
N 0.249 -4.141 -0.107 -0.3 0.0 0.1 -0.402
C -0.219 -2.846 0.077 0.0 0.0 0.0 0.665
O -1.306 -2.629 0.589 -0.1 0.2 0.0 -0.636
C -0.626 -5.199 0.355 -0.3 -0.1 0.2 -0.429
H -0.935 -5.840 -0.472 0.0 0.0 0.0 0.199
H -0.142 -5.796 1.129 0.0 0.0 0.0 0.199
H -1.505 -4.712 0.776 0.1 -0.2 -0.1 0.261
H 1.180 -6.580 -0.502 -0.1 0.0 0.0 0.219
H 3.279 -7.193 -1.539 0.0 -0.1 0.0 0.215
H 4.822 -5.444 -2.370 0.1 0.0 0.0 0.215
H 4.235 -3.100 -2.132 0.0 0.1 0.0 0.213
H -0.323 0.067 0.079 -0.2 0.2 0.1 0.224
H -0.051 1.960 -0.670 0.1 -0.1 0.0 0.443
H 1.940 4.088 -0.763 -0.2 0.0 -0.1 0.231
H 0.593 4.140 -1.916 0.1 0.1 0.1 0.182
H 0.308 3.993 1.124 0.0 0.1 0.1 0.204
H 0.043 5.426 0.131 0.0 0.0 0.0 0.216
H -2.130 4.541 0.573 -0.1 0.0 -0.1 0.182
H -1.831 1.002 1.502 0.1 0.0 0.1 0.202
H -0.898 2.420 1.983 0.0 -0.1 0.0 0.198
H -4.111 2.232 4.085 0.0 -0.1 0.0 0.201
H -3.179 0.850 3.509 -0.1 -0.1 0.0 0.199
H -1.076 1.926 4.246 0.2 0.0 0.0 0.202
H -2.220 1.882 5.582 0.1 0.0 0.1 0.212
H -1.959 3.387 4.701 0.1 0.1 0.0 0.199
```
Forces are in eV/Å.


No. 3
One molecule with the formula C23H32N4O3. Source: the OMol25 dataset; level of theory: ωB97M-V/def2-TZVPD.

Computed properties:
Maximum force ... 0.80 eV/Å
SMILES string ... COC(=O)c1[nH]c2ccccc2c1NC(=O)CCN1CCN(C2CCCCC2)CC1
E_tot ... -1340.42209 hartree
LUMO energy ... 0.305 eV
HOMO ... -7.64 eV

The geometry in XYZ format:
```
62
Properties=species:S:1:pos:R:3:forces:R:3:nbo_charge:R:1
C 4.086 2.897 -2.668 0.4 -0.1 -0.3 -0.259
H 3.848 2.114 -3.392 0.0 0.1 0.0 0.191
H 3.947 3.879 -3.111 0.0 -0.1 0.0 0.196
H 5.119 2.767 -2.338 -0.1 0.0 -0.1 0.197
O 3.202 2.831 -1.562 -0.3 -0.1 0.5 -0.514
C 3.286 1.710 -0.811 0.1 0.0 -0.2 0.766
O 4.067 0.806 -1.060 -0.1 0.1 0.0 -0.642
C 2.348 1.699 0.277 0.0 -0.5 0.5 -0.069
C 2.148 0.670 1.199 0.2 0.6 -0.5 0.216
N 2.906 -0.477 1.139 0.7 0.3 0.0 -0.621
C 2.708 -1.695 1.725 0.4 -0.2 -0.2 0.731
O 2.097 -1.881 2.751 -0.3 0.0 0.1 -0.610
C 3.356 -2.825 0.934 -0.2 -0.1 0.0 -0.517
C 2.787 -2.831 -0.502 -0.1 0.0 0.0 -0.207
N 1.492 -2.184 -0.505 -0.1 -0.3 -0.3 -0.469
C 1.075 -1.567 -1.740 -0.1 0.3 0.0 -0.208
C -0.058 -0.587 -1.433 0.1 0.0 -0.2 -0.213
N -1.187 -1.270 -0.826 0.1 0.0 -0.1 -0.457
C -0.744 -2.005 0.351 0.0 -0.3 0.0 -0.214
C 0.394 -2.962 0.020 -0.2 0.1 0.2 -0.237
H 0.706 -3.465 0.936 0.0 0.0 0.0 0.213
H 0.049 -3.720 -0.706 0.0 0.0 0.1 0.168
H -1.586 -2.574 0.748 0.0 0.0 0.1 0.200
H -0.392 -1.314 1.137 -0.1 -0.1 0.0 0.179
C -2.321 -0.405 -0.468 -0.2 -0.2 -0.3 -0.040
C -2.486 0.835 -1.348 0.1 0.1 0.3 -0.402
C -3.688 1.656 -0.884 -0.1 -0.1 -0.3 -0.395
C -4.969 0.834 -0.948 0.0 0.1 0.3 -0.396
C -4.819 -0.424 -0.100 -0.1 -0.1 -0.3 -0.398
C -3.610 -1.232 -0.556 0.0 0.2 0.4 -0.397
H -3.741 -1.550 -1.592 0.0 0.0 -0.1 0.200
H -3.521 -2.131 0.055 0.0 -0.1 0.0 0.205
H -5.721 -1.035 -0.173 0.0 0.0 0.1 0.207
H -4.689 -0.141 0.947 -0.1 0.0 0.1 0.193
H -5.814 1.429 -0.593 -0.1 0.0 -0.1 0.205
H -5.168 0.552 -1.984 -0.1 0.0 -0.1 0.192
H -3.784 2.546 -1.511 0.0 0.1 0.1 0.205
H -3.519 1.987 0.144 0.0 0.1 0.1 0.197
H -1.596 1.463 -1.291 0.1 0.0 -0.1 0.208
H -2.633 0.531 -2.386 0.1 0.0 -0.1 0.197
H -2.194 -0.048 0.572 0.0 0.0 0.0 0.174
H -0.381 -0.134 -2.371 0.0 0.1 0.0 0.201
H 0.344 0.200 -0.772 0.0 0.0 -0.1 0.164
H 1.913 -1.013 -2.170 0.0 0.0 0.0 0.202
H 0.724 -2.310 -2.478 0.0 0.0 0.0 0.166
H 3.443 -2.255 -1.160 0.0 0.0 0.0 0.204
H 2.750 -3.864 -0.887 0.1 0.1 0.0 0.182
H 4.439 -2.695 0.913 0.1 0.0 0.0 0.232
H 3.133 -3.757 1.453 0.0 0.1 0.1 0.231
H 3.521 -0.457 0.327 -0.1 -0.1 0.2 0.436
C 1.034 1.054 2.005 -0.1 0.3 -0.1 -0.165
C 0.335 0.462 3.063 -0.2 0.0 0.2 -0.157
C -0.763 1.112 3.574 0.1 -0.2 0.1 -0.256
C -1.185 2.347 3.069 0.0 0.2 -0.2 -0.184
C -0.509 2.967 2.044 -0.2 0.1 0.1 -0.281
C 0.601 2.316 1.514 0.1 -0.4 0.1 0.245
N 1.411 2.691 0.492 -0.1 0.2 -0.1 -0.523
H 1.348 3.532 -0.055 0.0 -0.1 0.0 0.426
H -0.827 3.922 1.653 -0.1 0.1 0.0 0.215
H -2.056 2.822 3.497 -0.1 0.1 0.0 0.214
H -1.317 0.663 4.385 0.0 -0.1 0.1 0.215
H 0.660 -0.487 3.457 0.0 0.0 0.0 0.260
```
Forces are in eV/Å.


Which formula does entry 1 have? C23H32FGaN3O6S5Si3